Entry 1:
Formula: C6H5AuN2O6S
Source: OMol25
Level of theory: wB97M-V/def2-TZVPD

```
21
Properties=species:S:1:pos:R:3:forces:R:3
Au 1.43210 -2.87061 -0.03341 0.0008 0.0482 0.0296
O 3.88034 -3.26712 2.93925 -0.0088 0.0081 0.0021
S 3.31344 -4.26346 2.02274 0.0982 -0.0701 0.0098
O 4.22155 -5.39766 1.80663 0.0020 0.0163 0.0274
O 3.20087 -3.57087 0.61536 -0.0803 -0.0088 0.0125
O 1.96549 -4.68820 2.42562 0.0077 0.0188 -0.0477
O -0.48230 -2.34642 -0.73202 -0.0497 -0.0527 -0.0452
N -1.02574 -1.20125 -0.56993 0.0094 0.0495 0.0159
N -0.32506 -0.19831 -0.96949 0.0615 -0.0441 -0.0158
O 0.83317 -0.25237 -1.50153 -0.0150 0.0050 0.0125
C -0.92800 1.08262 -0.75335 -0.0356 0.0566 0.0058
C -2.21343 1.22889 -0.23381 0.0122 -0.0150 0.0012
C -2.73759 2.49879 -0.06497 -0.0041 0.0110 -0.0011
C -1.99723 3.62742 -0.40223 0.0072 -0.0103 -0.0020
C -0.71803 3.46832 -0.91343 -0.0107 0.0181 0.0045
C -0.18032 2.20164 -1.09311 0.0050 -0.0279 -0.0064
H -2.77509 0.34807 0.03597 -0.0018 -0.0017 0.0002
H -3.73619 2.60887 0.34155 -0.0005 -0.0029 0.0005
H -2.41374 4.61755 -0.26105 -0.0004 0.0015 -0.0008
H -0.12644 4.33842 -1.17320 0.0015 -0.0020 -0.0023
H 0.81222 2.03566 -1.48556 0.0015 0.0023 -0.0007
```
Positions in Å, forces in eV/Å.

As for the net charge: -2. The value obtained for the total energy is -1326.40323 a.u. For the HOMO energy, the calculation gives -1.164 eV.

Entry 2:
Formula: C6H5BrF4O2
Source: OMol25
Level of theory: wB97M-V/def2-TZVPD

```
18
Properties=species:S:1:pos:R:3:forces:R:3
F -0.51596 -0.56638 -1.15774 0.3070 1.7237 0.1413
C -0.23728 0.70726 -0.73659 -8.1864 2.0671 1.4137
O 0.94901 1.03675 -0.54363 3.4908 -1.5898 -0.0883
C 1.86203 -0.16204 -0.49996 2.3205 0.8021 0.7027
C 1.96273 -0.77844 0.90869 -3.0601 1.6165 -2.5263
C 0.94117 -1.86310 0.98791 -2.0240 -0.0125 3.1200
O 2.27568 -2.10522 0.85187 2.7770 -1.6804 -0.3588
C -1.37359 1.60012 -0.38175 4.6628 -3.4293 -1.1475
Br -1.02585 3.33729 0.15952 0.0858 0.2339 0.0482
C -2.73059 1.06435 -0.41664 -1.0614 0.6634 -0.7309
F -3.61358 1.77870 0.34576 0.8691 -0.9766 -0.3123
F -2.71399 -0.23457 -0.00710 -0.9703 0.8690 -0.5289
F -3.25315 1.17021 -1.70299 0.1589 -0.9114 1.1228
H 1.55962 -0.99155 -1.19878 0.6633 1.4364 0.4331
H 2.84888 0.33841 -0.63952 -0.7728 -0.6018 -0.8959
H 2.22193 -0.08747 1.71333 0.1189 -0.6531 0.1164
H 0.64868 -1.98057 2.05061 -0.3406 -0.3635 -0.7014
H 0.19425 -2.26375 0.26702 0.9616 0.8062 0.1922
```
Positions in Å, forces in eV/Å.

As for the energy above the lowest of the compared OMol25 structures with the same formula, charge and spin: 0.00 kcal/mol. As for the net charge: 0. The value obtained for the total energy is -3355.46187 a.u. As for the SMILES: F/C(OC[C@H]1CO1)=C(/Br)C(F)(F)F. For the HOMO energy, the calculation gives -8.687 eV.

Entry 3:
Formula: C6H5ClI2Si
Source: OMol25
Level of theory: wB97M-V/def2-TZVPD

```
15
Properties=species:S:1:pos:R:3:forces:R:3
C -0.10543 0.09341 1.12195 0.1057 0.1488 1.7865
C -1.06002 -0.58702 0.41812 -3.5133 0.3683 2.9068
C 0.97687 0.53588 0.43772 0.3831 1.0260 -1.2893
C -1.11881 -0.65583 -0.93127 0.9997 -0.9515 0.4381
C 0.98800 0.49236 -0.98812 1.0999 -0.2105 1.9306
C 0.02011 -0.25994 -1.54343 -0.1579 0.9993 -2.5673
Si 0.33123 -0.47297 -4.86614 0.1826 -0.7937 0.7208
Cl -0.43580 0.95588 -6.10661 0.0894 0.1896 -0.0800
I 2.73287 -0.98638 -5.34335 -0.5437 0.2820 0.0844
I -0.93452 -2.55954 -5.32720 0.1506 0.3283 0.1187
H -0.24834 0.39772 2.19104 0.2537 -0.8357 -1.0265
H -2.02820 -0.86153 0.96115 1.5064 0.1514 -0.6353
H 1.74738 1.06109 0.96103 0.4315 0.3746 0.0640
H -1.99836 -1.12948 -1.21217 -1.1041 -0.7294 -1.7946
H 1.77982 1.06112 -1.44381 0.1166 -0.3474 -0.6570
```
Positions in Å, forces in eV/Å.

As for the energy above the lowest of the compared OMol25 structures with the same formula, charge and spin: 34.40 kcal/mol. As for the net charge: 0. The value obtained for the total energy is -1576.68203 a.u. For the HOMO energy (spin up / spin down), the calculation gives -8.323 / -8.902 eV.

Entry 4:
Formula: C6H5ClN2
Source: OMol25
Level of theory: wB97M-V/def2-TZVPD

```
14
Properties=species:S:1:pos:R:3:forces:R:3
N 1.67033 2.59061 -1.17284 0.1538 0.3630 -0.0779
C 0.94211 1.78277 -0.81158 0.0506 -0.8661 0.5221
C 0.02918 0.72808 -0.43018 0.7846 -0.3503 -1.4115
C -0.28811 0.39051 0.86731 -2.7521 -1.0508 -0.2362
C -1.46214 -0.36761 1.10426 -0.4527 -0.9723 -2.4882
C -2.13900 -0.83007 -0.08734 2.6940 1.2171 0.6493
N -1.57974 -0.78384 -1.31661 -0.6766 -0.1156 1.0034
C -0.49754 -0.05381 -1.48422 -0.6542 0.4289 0.9620
H 0.24967 0.72117 1.68321 1.1279 1.0234 1.4427
H -1.88408 -0.72230 2.05914 0.6295 0.6925 -0.3784
H -3.10320 -1.22930 -0.09106 -1.3223 -0.8419 0.4180
H -0.09767 -0.08969 -2.47478 0.4516 0.4522 -0.3982
Cl 3.59739 -1.47698 0.83971 1.3330 1.1638 0.6798
H 4.56282 -0.65953 1.31496 -1.3671 -1.1438 -0.6870
```
Positions in Å, forces in eV/Å.

As for the energy above the lowest of the compared OMol25 structures with the same formula, charge and spin: 4.14 kcal/mol. As for the net charge: 0. The value obtained for the total energy is -801.30375 a.u. As for the SMILES: N#Cc1cccnc1.Cl. For the HOMO energy, the calculation gives -9.870 eV.

- Among the records above, which one has the lowest net charge?
  C6H5AuN2O6S

Please write out number 4 again, unchanged.
Formula: C6H5ClN2
Source: OMol25
Level of theory: wB97M-V/def2-TZVPD

```
14
Properties=species:S:1:pos:R:3:forces:R:3
N 1.67033 2.59061 -1.17284 0.1538 0.3630 -0.0779
C 0.94211 1.78277 -0.81158 0.0506 -0.8661 0.5221
C 0.02918 0.72808 -0.43018 0.7846 -0.3503 -1.4115
C -0.28811 0.39051 0.86731 -2.7521 -1.0508 -0.2362
C -1.46214 -0.36761 1.10426 -0.4527 -0.9723 -2.4882
C -2.13900 -0.83007 -0.08734 2.6940 1.2171 0.6493
N -1.57974 -0.78384 -1.31661 -0.6766 -0.1156 1.0034
C -0.49754 -0.05381 -1.48422 -0.6542 0.4289 0.9620
H 0.24967 0.72117 1.68321 1.1279 1.0234 1.4427
H -1.88408 -0.72230 2.05914 0.6295 0.6925 -0.3784
H -3.10320 -1.22930 -0.09106 -1.3223 -0.8419 0.4180
H -0.09767 -0.08969 -2.47478 0.4516 0.4522 -0.3982
Cl 3.59739 -1.47698 0.83971 1.3330 1.1638 0.6798
H 4.56282 -0.65953 1.31496 -1.3671 -1.1438 -0.6870
```
Positions in Å, forces in eV/Å.

As for the energy above the lowest of the compared OMol25 structures with the same formula, charge and spin: 4.14 kcal/mol. As for the net charge: 0. The value obtained for the total energy is -801.30375 a.u. As for the SMILES: N#Cc1cccnc1.Cl. For the HOMO energy, the calculation gives -9.870 eV.